46
Properties=species:S:1:pos:R:3:nbo_charge:R:1 method="wB97M-V/def2-TZVPD" largest_force_ev_per_a=4.525 e_lumo_ev=0.6 relative_energy_kcal_mol=100.85
O 1.6273 4.4923 -0.3883 -0.549
S -0.1671 -3.4862 0.9005 0.176
C 1.4613 3.3141 -0.0370 0.627
N 1.4450 0.7173 1.0466 -0.523
N 0.0590 0.8369 -0.8413 -0.485
C 0.5378 -1.8574 2.9472 -0.616
C -1.9772 -2.5167 2.5740 -0.605
C 3.2980 2.6606 -1.7727 -0.609
C -0.6578 3.7606 1.5225 -0.596
C 0.1863 -2.5266 -0.6635 -0.493
C 2.5950 1.2936 0.2766 -0.219
C 1.1175 1.4305 -1.6730 -0.222
C 0.7740 1.8552 1.9008 -0.203
C -0.6022 2.0445 -0.1631 -0.210
C 1.1358 -1.3708 -0.3936 -0.462
C -0.8612 -0.7167 1.0565 -0.426
C 0.4741 -0.0996 0.2345 0.376
C -0.6172 -2.0661 1.8951 -0.149
C 2.0826 2.2080 -0.9110 -0.177
C 0.3046 2.8465 0.8479 -0.213
H 0.3069 -0.8899 3.4226 0.193
H 0.5466 -2.5972 3.6891 0.211
H 1.5359 -1.8167 2.5300 0.226
H -2.0665 -1.9274 3.4180 0.200
H -2.8024 -2.2529 1.8730 0.209
H -2.0026 -3.5865 2.7159 0.225
H 3.8980 1.8286 -2.2645 0.214
H 3.9341 3.2871 -1.1174 0.227
H 2.8942 3.2200 -2.6086 0.222
H -0.0634 4.2575 2.2613 0.218
H -1.0915 4.5049 0.8641 0.224
H -1.4425 3.1934 1.9899 0.209
H 0.5943 -3.2445 -1.4172 0.233
H -0.8088 -2.3106 -0.9833 0.216
H 3.2732 1.9524 0.8836 0.210
H 3.2022 0.4692 -0.1096 0.207
H 1.6290 0.7860 -2.2875 0.205
H 0.6510 2.1235 -2.3719 0.202
H 1.6078 2.3593 2.5721 0.210
H -0.0117 1.4924 2.6020 0.216
H -1.3859 1.5794 0.3316 0.201
H -0.9495 2.8974 -0.8651 0.217
H 1.8409 -1.6787 0.2430 0.223
H 1.7718 -1.2275 -1.2556 0.219
H -1.5711 -0.9347 0.2386 0.228
H -1.3636 0.0377 1.6293 0.213


237
Properties=species:S:1:pos:R:3:mulliken_charge:R:1 method="wB97M-V/def2-TZVPD" largest_force_ev_per_a=5.057 e_lumo_ev=0.5
C 10.0335 14.6666 19.7828 -0.563
C 10.0561 14.7488 18.3015 -0.317
O 11.2664 15.3716 17.8138 -0.342
H 9.2370 14.0815 20.2262 0.441
H 10.0331 15.6941 20.2638 0.082
H 10.9972 14.3110 20.0928 -0.052
H 9.2001 15.3207 17.9802 0.246
H 10.0941 13.7295 17.9276 0.305
H 11.1103 16.1469 17.2940 0.055
C 17.3100 21.4689 22.5277 -0.270
C 18.1726 21.4276 21.1999 -0.239
O 17.5330 21.9229 20.0610 -0.639
H 16.2993 21.0695 22.3450 -0.312
H 17.1590 22.4723 22.9690 0.362
H 17.8880 20.9739 23.3486 0.215
H 18.4353 20.3454 21.0288 0.038
H 19.0704 21.9537 21.3764 0.497
H 16.8044 21.3297 19.7946 0.268
C 16.4494 20.9327 15.6595 -0.603
C 16.2796 19.7078 14.7799 -0.789
O 15.9525 18.5271 15.4789 0.203
H 16.6991 21.7192 14.9030 0.384
H 17.3024 20.7066 16.3204 0.155
H 15.6193 21.1554 16.3983 -0.077
H 17.1307 19.6708 14.1078 0.482
H 15.4505 19.7437 14.0483 0.386
H 16.7789 18.0281 15.6318 -0.047
C 10.4893 7.9916 22.2068 -0.798
C 9.1958 7.7451 22.8842 -0.574
O 8.6347 8.7133 23.7143 -0.530
H 11.2670 7.8511 22.9549 0.286
H 10.5164 8.9866 21.7986 0.192
H 10.6539 7.2285 21.4555 0.416
H 9.2882 6.7354 23.3007 0.327
H 8.4565 7.5076 22.0417 0.326
H 9.1201 8.9531 24.5307 0.353
C 22.2629 18.1164 24.2911 -0.742
O 21.3682 17.0992 23.9535 -0.309
C 20.2641 16.8471 24.8541 -0.668
C 19.1054 17.8391 24.8682 -0.254
N 18.0831 17.1431 25.5776 0.203
C 16.9867 17.9446 25.9638 -1.399
C 16.0953 18.2749 24.7454 1.054
O 14.8887 18.8882 25.2698 -0.444
C 14.0943 19.4756 24.3040 -0.391
H 23.0786 17.9921 23.6237 0.267
H 22.6370 17.8990 25.3208 0.290
H 21.7088 19.0598 24.2434 0.263
H 20.7439 16.5245 25.7591 0.560
H 19.8519 16.0106 24.3655 -0.068
H 18.8936 18.0040 23.8202 0.192
H 19.3969 18.8475 25.3378 0.307
H 18.4525 16.7159 26.4447 0.259
H 17.2849 18.9352 26.4064 0.203
H 16.4270 17.3338 26.6587 0.393
H 15.8994 17.3351 24.2578 -0.197
H 16.5736 18.9904 24.0957 -0.081
H 13.1073 19.5507 24.7217 0.359
H 13.9967 18.8444 23.3376 -0.214
H 14.5439 20.4683 24.0727 0.362
C 13.6511 16.1913 14.7775 -0.619
O 14.9638 15.7337 15.1527 0.102
C 15.1671 14.3237 15.0427 -1.125
C 16.5105 13.9490 15.6713 0.331
N 17.5091 14.7458 14.9728 -0.631
C 18.6616 14.9825 15.8178 0.221
C 19.4890 16.1168 15.2563 -0.344
O 18.7922 17.3139 15.6261 -0.077
C 19.4766 18.4825 15.3718 -0.445
H 13.4273 15.9658 13.7039 0.365
H 13.7568 17.2578 14.7325 0.080
H 12.8898 15.7814 15.4320 0.187
H 15.1000 13.9679 14.0288 0.508
H 14.2822 13.7643 15.4698 0.456
H 16.8050 12.9378 15.7255 0.554
H 16.4553 14.3199 16.6676 -0.469
H 17.0534 15.6322 14.7429 0.423
H 19.2958 14.1497 15.8050 0.689
H 18.5180 15.2685 16.8844 -0.533
H 19.6377 16.0955 14.1185 0.334
H 20.4561 16.1266 15.7140 -0.292
H 20.3756 18.5318 16.0542 -0.005
H 18.8742 19.3776 15.6201 -0.096
H 19.7604 18.5267 14.3483 0.440
C 20.6476 13.6407 20.7811 -0.752
C 20.4894 12.3439 19.9727 1.279
C 19.6429 12.6343 18.7291 -0.729
O 18.2710 12.7199 19.0714 0.358
C 17.5932 11.5224 19.3209 -1.206
N 21.8373 11.7737 19.6513 -0.823
H 20.9531 13.4734 21.8091 0.552
H 19.6486 14.0654 20.8698 -0.302
H 21.4192 14.3233 20.3275 0.042
H 19.9541 11.4966 20.5242 -0.121
H 19.8028 11.8652 17.9841 0.335
H 19.8665 13.5570 18.2954 0.033
H 17.9753 10.9316 20.1584 0.368
H 17.5788 10.8826 18.3716 0.239
H 16.5580 11.6673 19.5710 0.191
H 22.2305 12.2697 18.8443 0.219
H 22.3867 11.9292 20.4642 0.316
C 16.7545 16.7132 18.7617 0.165
C 15.3167 16.2794 18.6852 1.928
C 14.7216 15.6633 19.9558 -1.652
O 14.5345 16.6331 21.0328 0.258
C 14.1522 15.8835 22.1392 0.408
N 14.4522 17.2965 18.0656 1.376
H 17.2350 16.8222 17.7378 -0.481
H 17.2096 15.9825 19.4336 0.309
H 16.7914 17.6555 19.2919 -0.117
H 15.2992 15.3533 18.0128 -1.040
H 15.3448 14.8235 20.2577 0.313
H 13.7169 15.2555 19.6488 0.210
H 13.4505 15.0916 21.9176 0.386
H 13.7491 16.6673 22.8571 -0.836
H 15.0199 15.4149 22.5632 -0.226
H 13.4368 16.9139 18.0895 -0.326
H 14.6719 17.3532 17.0484 -0.883
C 11.2264 13.2701 24.1989 -0.923
C 10.7627 11.7441 24.2487 0.988
C 10.5879 11.4536 25.7530 -1.137
O 10.1543 10.0735 25.8197 -0.354
C 9.4850 9.7939 27.0090 -0.930
N 9.4209 11.6261 23.6753 -0.728
H 11.2814 13.5753 23.1166 0.063
H 12.1790 13.4731 24.6632 0.164
H 10.3986 13.8821 24.6785 0.403
H 11.5058 11.1011 23.9331 0.108
H 9.7772 12.0017 26.2624 0.426
H 11.5784 11.6366 26.1532 0.353
H 10.1002 9.8077 27.8909 0.368
H 9.1310 8.7428 26.9155 0.262
H 8.6001 10.3644 27.1848 0.415
H 8.8980 10.7447 23.8901 0.290
H 9.4541 11.7362 22.6269 0.209
C 9.1461 17.4576 27.2901 -1.202
C 10.4024 17.0335 28.0213 0.295
C 11.5469 18.0288 27.6467 -0.590
O 11.5207 18.2722 26.2978 -0.418
C 12.0612 17.1798 25.5689 -0.667
N 10.2805 17.1118 29.4706 -0.662
H 9.1501 17.3607 26.1814 0.249
H 9.0078 18.5684 27.4040 0.216
H 8.1776 17.0743 27.5720 0.426
H 10.6000 16.0258 27.7388 0.255
H 12.5447 17.6281 27.9941 0.179
H 11.2623 18.9232 28.1542 0.549
H 11.8430 17.3344 24.5134 -0.063
H 11.6132 16.2853 25.8476 0.644
H 13.1462 17.1131 25.7886 0.190
H 10.0720 18.1007 29.7567 0.279
H 9.5205 16.5076 29.7707 0.270
C 9.3130 18.7697 18.1130 -1.182
C 9.8481 18.8801 16.6214 0.116
C 11.1303 19.7162 16.6733 -0.136
O 11.6729 19.7604 15.3371 -0.479
C 12.9606 20.2099 15.5154 -0.193
N 10.1479 17.6075 16.0172 -0.424
H 9.1890 19.7782 18.5637 0.394
H 9.9857 18.1798 18.7415 0.067
H 8.3974 18.2178 18.1927 0.439
H 9.0972 19.4057 16.0335 0.411
H 11.8271 19.1739 17.4034 -0.347
H 10.9752 20.7170 17.1257 0.396
H 13.4446 19.4715 16.1821 -0.119
H 12.9500 21.2380 15.9688 0.305
H 13.5260 20.2884 14.5826 0.292
H 9.3019 17.1151 15.7677 0.233
H 10.7320 17.6772 15.1954 0.213
C 13.8302 22.1671 19.4667 -1.481
C 14.2864 20.8791 20.1559 1.070
C 13.2216 19.8518 20.4444 1.420
O 12.0903 20.4078 21.0335 -0.602
C 11.3346 19.4391 21.7197 -0.033
N 15.3755 20.1370 19.5165 0.047
H 14.5764 23.0113 19.6063 0.270
H 12.8920 22.4772 19.9072 0.444
H 13.5430 22.0146 18.3991 0.122
H 14.5706 21.1411 21.1476 -0.329
H 13.7804 19.1297 21.1109 -0.563
H 12.9818 19.2448 19.5640 -0.230
H 11.0294 18.5178 21.1711 -0.094
H 10.3969 19.9511 22.0309 0.373
H 11.9053 19.1104 22.6032 -0.106
H 15.8302 19.5015 20.1488 0.385
H 14.9467 19.4520 18.8260 -0.509
C 13.6217 8.3466 19.1203 -1.540
C 14.6243 9.1037 19.9709 0.868
C 14.0706 10.3208 20.6343 -0.474
O 15.0776 11.0649 21.2579 -0.210
C 14.4989 12.1891 21.9243 0.838
N 15.3482 8.1487 20.8225 -0.704
H 14.0960 7.5312 18.5779 0.421
H 13.3588 9.0453 18.3486 0.443
H 12.7633 7.9538 19.6533 0.197
H 15.3749 9.4419 19.2261 -0.121
H 13.2756 10.0770 21.3771 0.100
H 13.5612 10.8052 19.8191 0.271
H 13.6635 11.8320 22.4805 0.024
H 14.0491 12.8142 21.1409 0.014
H 15.3449 12.6602 22.4803 -0.594
H 15.9557 8.6775 21.4593 0.296
H 14.7053 7.6817 21.4875 0.287
C 16.6477 12.3196 27.1745 -1.579
C 16.3601 13.4358 26.1283 0.254
C 17.5091 13.4961 25.0927 0.265
O 17.3151 12.7393 23.9526 -0.454
C 17.8344 13.3226 22.7726 -0.306
N 14.9655 13.4194 25.7429 -0.478
H 15.7973 12.3546 27.8807 0.414
H 17.6482 12.4251 27.6531 0.386
H 16.7272 11.3239 26.6795 0.305
H 16.5035 14.3543 26.7172 0.065
H 18.4652 13.2145 25.5307 0.327
H 17.6514 14.5414 24.7625 -0.233
H 17.4452 12.7132 21.8937 0.079
H 18.9204 13.5609 22.7723 0.319
H 17.4758 14.3514 22.6235 0.187
H 14.7946 14.1357 25.1325 0.158
H 14.8287 12.5981 25.1143 0.237
C 23.0190 14.4420 16.6676 -1.163
C 23.2307 15.9062 16.6879 0.958
C 22.7378 16.6069 17.9697 -0.893
O 21.3254 16.5943 17.9101 0.441
C 20.6433 17.4892 18.7731 -0.542
N 24.7147 16.1295 16.4907 -0.789
H 21.9498 14.3069 16.7817 -0.040
H 23.3752 13.9249 17.5460 0.361
H 23.5082 13.9339 15.8074 0.393
H 22.7025 16.2889 15.8139 -0.006
H 23.2639 17.5853 18.0659 0.333
H 23.0416 15.9645 18.8619 0.203
H 19.6421 17.1613 18.6397 -0.134
H 20.7758 18.6059 18.5899 0.304
H 20.9046 17.3102 19.8731 0.249
H 25.0136 17.0991 16.4218 0.241
H 24.9428 15.7224 15.6102 0.274


59
Properties=species:S:1:pos:R:3:nbo_charge:R:1 method="wB97M-V/def2-TZVPD" largest_force_ev_per_a=2.400 e_lumo_ev=-0.6 smiles="CC(C)=Nc1ccc2c(c1)C(=O)c1ccccc1C2=O.C[C@@H]1COC(=O)O1.C[C@@H]1COC(=O)O1"
C -3.0373 -1.3548 -4.1117 -0.714
C -2.0952 -2.4359 -4.6322 0.440
C -2.5436 -3.2472 -5.8265 -0.682
N -0.9425 -2.6616 -4.1174 -0.502
C -0.9047 -2.9183 -2.7223 0.136
C -1.0888 -4.2120 -2.3021 -0.209
C -1.0781 -4.5315 -0.9660 -0.164
C -0.8821 -3.5361 -0.0514 -0.138
C -0.6593 -2.2312 -0.4436 -0.126
C -0.6694 -1.9360 -1.7761 -0.163
C -0.4525 -1.1999 0.6325 0.565
O 0.3808 -0.3116 0.5607 -0.544
C -1.3416 -1.3952 1.8267 -0.067
C -1.9146 -0.3644 2.5092 -0.184
C -2.7554 -0.5794 3.5718 -0.197
C -3.0013 -1.8851 3.9267 -0.187
C -2.4067 -2.9417 3.2767 -0.173
C -1.5719 -2.7028 2.2219 -0.140
C -0.9003 -3.7967 1.4325 0.570
O -0.3877 -4.7751 1.9434 -0.509
H -3.7140 -1.7754 -3.3602 0.242
H -2.4249 -0.5587 -3.6903 0.231
H -3.6154 -0.9083 -4.9224 0.230
H -2.9608 -4.2001 -5.4962 0.241
H -1.6938 -3.4609 -6.4801 0.247
H -3.2568 -2.6520 -6.4044 0.210
H -1.2719 -5.0076 -3.0160 0.223
H -1.2231 -5.5372 -0.5892 0.235
H -0.5276 -0.9234 -2.1403 0.218
H -1.6900 0.6481 2.1877 0.237
H -3.2435 0.2234 4.1073 0.230
H -3.6846 -2.0951 4.7431 0.216
H -2.6266 -3.9552 3.5926 0.229
C 2.0471 2.2150 -0.9601 -0.639
C 3.5090 2.1161 -1.3141 0.064
C 4.3802 1.5922 -0.1993 -0.092
O 5.6376 2.2190 -0.4727 -0.493
C 5.3791 3.3700 -1.1482 0.966
O 6.1787 4.2193 -1.3615 -0.567
O 4.0795 3.4155 -1.5427 -0.496
H 1.6617 1.2592 -0.6046 0.252
H 1.8812 2.9737 -0.1939 0.208
H 1.4643 2.5177 -1.8311 0.225
H 3.6385 1.5258 -2.2255 0.185
H 4.4792 0.5091 -0.2161 0.208
H 4.0417 1.9043 0.7927 0.176
C 2.3543 4.5678 2.5254 -0.628
C 1.1128 4.1264 3.2625 0.063
C 0.8088 2.6521 3.1425 -0.098
O -0.6183 2.6243 3.2691 -0.501
C -1.0847 3.8292 2.8465 0.969
O -2.2281 4.0705 2.6417 -0.570
O -0.0673 4.7135 2.6904 -0.491
H 3.2220 3.9831 2.8335 0.221
H 2.2219 4.4709 1.4472 0.221
H 2.5614 5.6194 2.7234 0.232
H 1.1679 4.4330 4.3109 0.184
H 1.2746 2.0617 3.9286 0.206
H 1.0819 2.2300 2.1712 0.194